# 1
{"formula": "C19H31CoN4O3PSSe2", "method": "ωB97M-V with the def2-TZVPD basis set", "symbols": ["Co", "C", "C", "N", "C", "C", "S", "C", "C", "N", "H", "H", "H", "H", "H", "H", "H", "H", "H", "H", "H", "H", "H", "H", "Se", "Se", "C", "C", "C", "C", "C", "N", "C", "C", "C", "C", "C", "N", "H", "H", "H", "H", "H", "H", "H", "H", "C", "O", "P", "O", "C", "O", "C", "H", "H", "H", "H", "H", "H", "H", "H", "H"], "xyz": [[-0.150505, -0.325821, -0.064429], [-0.291305, 0.597696, -2.836258], [-0.861277, -0.811727, -2.969081], [-0.564425, -1.627076, -1.764330], [-1.627932, -2.601893, -1.437587], [-2.949974, -1.929026, -1.063260], [-2.763768, -0.406758, -0.078198], [-3.030216, 0.929482, -1.291304], [-1.843172, 1.878675, -1.341085], [-0.537991, 1.190377, -1.495029], [0.790197, 0.568344, -2.977948], [-0.701112, 1.236383, -3.620613], [-1.936008, -0.785964, -3.119444], [-0.443670, -1.278697, -3.861323], [0.278031, -2.164094, -1.952372], [-1.806764, -3.287898, -2.268950], [-1.266101, -3.199062, -0.599261], [-3.556096, -1.680496, -1.932606], [-3.548926, -2.616004, -0.468118], [-3.256566, 0.491393, -2.260421], [-3.914731, 1.484171, -0.984339], [-1.991048, 2.598971, -2.149209], [-1.794693, 2.446498, -0.411456], [0.176566, 1.900114, -1.345849], [1.952277, 1.721491, 2.694095], [-0.274213, 1.706482, 2.111924], [-0.700364, -0.011186, 2.885384], [-1.129914, -0.143913, 4.188614], [-1.480510, -1.420336, 4.621410], [-1.387849, -2.477259, 3.734139], [-0.956010, -2.233574, 2.436902], [-0.617101, -1.017396, 2.008943], [2.526380, 3.020973, 1.454708], [3.737904, 3.644748, 1.748305], [4.161404, 4.645116, 0.881783], [3.361221, 4.957411, -0.200471], [2.163397, 4.254713, -0.396626], [1.742557, 3.292622, 0.412104], [-1.200817, 0.712958, 4.845234], [-1.825457, -1.576027, 5.635598], [-1.654545, -3.482641, 4.032376], [-0.885645, -3.039667, 1.715889], [4.315343, 3.381113, 2.626358], [5.088212, 5.172720, 1.064520], [3.642772, 5.736435, -0.897514], [1.530048, 4.493932, -1.242625], [1.858162, -4.028584, 0.307096], [2.241250, -2.808822, -0.379410], [2.079277, -1.330924, 0.187684], [2.552907, -1.335720, 1.702355], [3.879858, -1.815021, 2.088044], [3.247231, -0.569692, -0.570571], [3.768667, -0.897696, -1.888701], [2.668331, -4.738096, 0.173473], [0.955090, -4.425884, -0.151056], [1.701533, -3.845802, 1.370378], [3.838638, -1.999433, 3.155812], [4.619241, -1.053393, 1.854556], [4.121389, -2.735423, 1.561542], [4.615437, -0.239782, -2.049516], [3.010679, -0.713392, -2.651004], [4.089533, -1.933878, -1.920715]], "atomic_forces_ev_per_a": [[-0.7, -0.7, -0.1], [0.0, -0.1, 0.0], [0.0, 0.0, 0.0], [0.1, 0.0, 0.0], [-0.1, 0.1, 0.0], [0.0, 0.0, 0.0], [0.1, 0.1, -0.1], [0.0, 0.0, 0.0], [0.0, -0.1, 0.0], [0.3, 0.2, 0.1], [0.0, 0.0, 0.0], [0.0, 0.0, 0.0], [0.0, 0.0, 0.0], [0.0, 0.0, 0.0], [0.0, 0.0, 0.0], [0.0, 0.0, 0.0], [0.0, 0.0, 0.0], [0.0, 0.0, 0.0], [0.0, 0.0, 0.0], [0.0, 0.0, 0.0], [0.0, 0.0, 0.0], [0.0, 0.0, 0.0], [0.0, 0.0, 0.0], [0.0, 0.0, 0.0], [0.0, -0.1, 0.0], [0.0, 0.0, 0.0], [0.0, 0.0, 0.0], [0.0, 0.0, 0.0], [0.0, 0.0, 0.0], [0.0, 0.0, 0.0], [0.0, 0.0, 0.0], [0.1, 0.2, 0.0], [0.1, 0.1, 0.1], [0.0, 0.0, 0.0], [0.0, 0.0, 0.0], [0.0, 0.0, 0.0], [0.0, 0.0, 0.0], [0.0, 0.0, 0.0], [0.0, 0.0, 0.0], [0.0, 0.0, 0.0], [0.0, 0.0, 0.0], [0.0, 0.0, 0.0], [0.0, 0.0, 0.0], [0.0, 0.0, 0.0], [0.0, 0.0, 0.0], [0.0, 0.0, 0.0], [0.0, 0.1, 0.0], [-0.1, 0.0, 0.0], [0.4, 0.3, 0.1], [-0.1, 0.0, -0.1], [0.0, 0.0, 0.0], [-0.1, 0.0, -0.1], [0.0, 0.0, 0.0], [0.0, 0.0, 0.0], [0.0, 0.0, 0.0], [0.0, 0.0, 0.0], [0.0, 0.0, 0.0], [0.0, 0.0, 0.0], [0.0, 0.0, 0.0], [0.0, 0.0, 0.0], [0.0, 0.0, 0.0], [0.0, 0.0, 0.0]], "multiplicity": 5, "total_charge": 3, "gap_ev": [7.67, 5.92], "e_tot_ev": -220728.6849}



# 2
{"formula": "C19H31N2O8S3", "method": "ωB97M-V with the def2-TZVPD basis set", "symbols": ["C", "C", "O", "O", "C", "O", "C", "C", "C", "N", "C", "N", "C", "S", "C", "C", "O", "O", "C", "C", "C", "O", "C", "O", "C", "S", "S", "H", "H", "H", "H", "H", "H", "H", "H", "H", "H", "H", "H", "H", "H", "H", "H", "H", "H", "H", "H", "H", "H", "H", "C", "C", "C", "O", "C", "H", "H", "H", "H", "H", "H", "H", "H"], "xyz": [[0.319380, -4.112920, -2.573490], [-1.056305, -3.514606, -2.492800], [-2.039766, -3.982321, -2.935924], [-1.136531, -2.285165, -1.777024], [-1.420636, -1.148484, -2.500901], [-2.233750, -0.365570, -2.142773], [-0.594537, -0.913215, -3.753569], [0.664240, -0.047846, -3.507704], [1.527061, -0.083865, -4.778560], [2.485211, 1.012109, -4.831340], [1.507980, -0.505363, -2.272756], [1.543514, 0.573953, -1.297526], [0.883905, 1.657009, -1.590492], [0.661302, 3.036078, -0.543201], [2.343796, 3.339288, 0.059732], [2.765034, 2.432421, 1.204641], [2.711484, 1.225872, 1.163062], [3.204189, 3.135503, 2.233246], [3.806819, 2.427472, 3.343337], [2.806376, 2.211645, 4.481928], [2.009389, 0.919887, 4.370098], [3.639480, 2.226607, 5.646531], [3.090092, 2.061849, 6.884797], [3.663356, 1.418372, 7.691680], [1.804792, 2.795520, 7.204194], [0.697438, 1.601832, 8.016136], [0.149679, 1.681033, -3.110304], [0.268606, -5.154015, -2.245032], [0.663224, -4.088181, -3.611004], [1.028608, -3.592512, -1.931204], [-1.238894, -0.357480, -4.442810], [-0.325661, -1.844200, -4.264131], [2.005839, -1.076248, -4.777173], [0.879590, -0.039892, -5.661762], [3.189978, 0.826084, -5.537613], [2.996743, 1.088902, -3.955293], [2.500227, -0.870640, -2.552523], [1.009514, -1.350604, -1.793369], [2.057394, 0.499216, -0.411916], [2.317933, 4.375720, 0.405130], [3.073205, 3.277889, -0.750992], [4.261813, 1.496106, 3.004595], [4.597714, 3.084120, 3.710522], [2.131532, 3.079616, 4.464854], [1.509787, 0.666943, 5.307900], [1.239796, 1.038954, 3.599242], [2.663868, 0.097415, 4.070122], [1.330439, 3.246676, 6.336369], [2.067240, 3.589843, 7.908876], [-0.427786, 2.304225, 7.841110], [-5.348618, -1.069998, -1.377659], [-4.669942, -2.419818, -1.532613], [-5.652848, -3.339174, -0.816702], [-6.945250, -2.756718, -0.994300], [-6.820990, -1.428916, -1.512286], [-5.029159, -0.330433, -2.110609], [-5.147491, -0.668126, -0.381462], [-4.607017, -2.686672, -2.590384], [-3.667847, -2.457663, -1.114108], [-5.435825, -3.387678, 0.256414], [-5.661729, -4.354990, -1.212749], [-7.134925, -1.431031, -2.561802], [-7.482065, -0.763814, -0.956653]], "atomic_forces_ev_per_a": [[0.1, 0.0, 0.5], [0.5, 0.1, 0.3], [-0.5, -0.2, -0.4], [0.3, 0.2, -0.3], [-0.1, -0.4, -0.4], [-0.1, 0.4, 0.5], [-0.1, 0.2, -0.2], [0.3, -0.3, 0.2], [0.0, 0.0, -0.1], [0.1, -0.2, 0.2], [-0.5, -0.4, -0.1], [0.5, 0.0, -0.1], [0.0, 0.0, 0.0], [0.1, 0.0, -0.2], [0.1, 0.1, 0.3], [0.0, 0.3, 0.2], [0.0, -0.3, -0.2], [0.0, -0.2, -0.3], [0.3, 0.0, 0.4], [-0.1, 0.2, -0.2], [0.0, 0.1, -0.3], [0.0, -0.1, -0.3], [-0.5, 0.4, -0.5], [0.6, -0.5, 0.7], [-0.1, 0.2, 0.1], [-0.1, -0.1, 0.0], [-0.2, 0.0, -0.2], [0.0, 0.1, -0.2], [-0.1, -0.1, 0.1], [0.0, 0.0, -0.1], [0.0, -0.2, 0.1], [0.1, 0.1, 0.2], [-0.2, 0.0, 0.0], [0.1, 0.1, 0.1], [-0.1, 0.1, -0.1], [0.0, 0.0, -0.1], [0.1, 0.4, 0.0], [0.0, 0.0, 0.0], [-0.1, 0.1, 0.2], [0.0, -0.1, -0.1], [-0.1, -0.1, 0.0], [-0.2, 0.0, -0.1], [-0.2, 0.0, -0.1], [0.1, -0.1, 0.2], [0.0, 0.1, -0.1], [0.1, -0.1, 0.1], [-0.1, 0.0, 0.2], [0.0, -0.1, 0.0], [0.0, -0.1, -0.1], [0.0, 0.1, 0.0], [0.0, 0.3, 0.1], [-0.1, -0.2, -0.2], [0.0, 0.1, 0.1], [0.0, 0.0, 0.0], [0.1, -0.2, -0.1], [0.0, 0.0, 0.0], [0.0, 0.0, 0.0], [0.0, 0.0, 0.0], [0.0, 0.0, 0.1], [0.0, 0.0, 0.0], [0.0, 0.0, 0.0], [0.0, 0.0, 0.0], [0.0, 0.0, 0.0]], "multiplicity": 1, "total_charge": 1, "de_lowest_kcal_mol": 0.0, "gap_ev": 6.75, "e_tot_ev": -72065.1118}



# 3
{"formula": "C19H31N3O2", "method": "ωB97M-V with the def2-TZVPD basis set", "symbols": ["C", "C", "O", "N", "C", "C", "C", "C", "C", "C", "H", "H", "C", "N", "C", "C", "N", "C", "H", "C", "C", "H", "H", "H", "C", "H", "H", "H", "H", "H", "C", "C", "H", "H", "C", "H", "H", "C", "O", "H", "H", "H", "H", "H", "H", "H", "H", "H", "H", "H", "H", "H", "H", "H", "H"], "xyz": [[1.651091, 6.201835, -4.933667], [1.514529, 5.393029, -3.657265], [0.934954, 5.797610, -2.677112], [2.117646, 4.172327, -3.757798], [2.218870, 3.152087, -2.804600], [1.670448, 3.246461, -1.528306], [1.818542, 2.200863, -0.638357], [2.499800, 1.042100, -0.992145], [3.035973, 0.950864, -2.268940], [2.902461, 1.993511, -3.165498], [3.329656, 1.908893, -4.155925], [3.566738, 0.057843, -2.567662], [2.658271, -0.075904, 0.001364], [1.435323, -0.300006, 0.750808], [1.620923, -1.219568, 1.851356], [0.320678, -1.310079, 2.635268], [-0.759037, -1.806687, 1.800677], [-1.946830, -2.052864, 2.605300], [-2.826580, -2.040248, 1.964499], [-1.892765, -3.427817, 3.286389], [-1.777527, -4.526373, 2.234236], [-1.640998, -5.497268, 2.704862], [-0.928528, -4.323719, 1.587380], [-2.678997, -4.563534, 1.625501], [-3.133986, -3.629661, 4.151111], [-3.099880, -4.598360, 4.644267], [-4.033728, -3.587504, 3.540362], [-3.202023, -2.857884, 4.914737], [-1.010764, -3.474685, 3.932381], [-2.080028, -1.266789, 3.368294], [-0.955327, -0.898499, 0.671911], [0.369170, -0.794071, -0.093896], [0.248329, -0.098441, -0.927836], [0.616395, -1.793798, -0.499857], [-2.044186, -1.390765, -0.298231], [-1.652531, -1.355698, -1.318804], [-2.288001, -2.430808, -0.084360], [-3.315989, -0.538513, -0.257819], [-3.070980, 0.819995, -0.525166], [-2.587388, 0.893619, -1.355552], [-4.045131, -0.945087, -0.976597], [-3.772116, -0.549964, 0.734413], [-1.221841, 0.113937, 1.026590], [0.456341, -1.993177, 3.475075], [0.081873, -0.307694, 3.035457], [2.414398, -0.842880, 2.502051], [1.904457, -2.227493, 1.496609], [3.436104, 0.201293, 0.722385], [2.995454, -0.992880, -0.517922], [1.391242, 2.268529, 0.349702], [1.137063, 4.137332, -1.243238], [2.570178, 3.962824, -4.637257], [1.155008, 7.158734, -4.802085], [1.191722, 5.672737, -5.766237], [2.701525, 6.372299, -5.160855]], "atomic_forces_ev_per_a": [[-0.1, 0.1, 0.2], [0.1, 0.2, -0.5], [-0.1, 0.1, 0.2], [0.2, -0.2, -0.3], [0.0, -0.2, 0.2], [-0.1, 0.2, 0.0], [0.2, -0.2, -0.1], [0.0, 0.0, 0.0], [-0.1, 0.0, 0.1], [0.0, 0.1, 0.0], [0.0, 0.0, -0.1], [0.0, -0.1, 0.0], [0.0, 0.0, 0.1], [0.1, -0.1, -0.1], [-0.1, 0.1, 0.3], [0.3, -0.1, 0.0], [0.0, 0.1, 0.0], [0.2, -0.2, 0.2], [-0.1, 0.0, 0.0], [-0.2, 0.0, -0.2], [0.2, 0.1, 0.2], [0.0, -0.1, 0.0], [0.1, -0.1, -0.1], [-0.2, 0.0, -0.1], [0.3, 0.1, 0.0], [-0.1, -0.1, 0.1], [-0.1, 0.0, -0.1], [-0.1, 0.1, 0.1], [0.0, 0.0, 0.0], [-0.1, 0.0, -0.1], [0.1, -0.1, -0.3], [-0.3, 0.2, 0.1], [-0.1, -0.1, 0.0], [0.0, 0.0, 0.0], [-0.1, 0.4, 0.3], [0.0, -0.1, -0.1], [0.0, -0.1, -0.1], [-0.1, -0.6, -0.1], [0.2, 0.5, -0.2], [-0.1, 0.0, 0.0], [0.0, 0.0, 0.2], [0.0, -0.1, -0.1], [0.1, -0.1, 0.0], [0.0, 0.1, 0.0], [0.0, -0.1, 0.0], [0.0, 0.0, 0.0], [0.0, 0.0, 0.0], [0.0, -0.1, 0.0], [0.0, 0.1, 0.0], [-0.1, 0.0, 0.1], [0.0, 0.0, 0.0], [-0.1, 0.1, 0.1], [0.0, 0.0, 0.0], [0.0, 0.0, -0.1], [0.1, 0.0, -0.1]], "multiplicity": 1, "smiles": "CC(=O)Nc1ccc(CN2CCN(CC(C)C)[C@H](CCO)C2)cc1", "total_charge": 0, "de_lowest_kcal_mol": 16.9, "gap_ev": 9.00, "e_tot_ev": -28771.9453}